Computed, not measured: a molecular structure, C22H33EuNO3P2, with the ωB97M-V functional and the def2-TZVPD basis.

- Total charge: +2
- Spin multiplicity: 8
- Kohn-Sham gap (spin up / spin down): 3.96 / 2.25 eV
- Highest occupied orbital energy (spin up / spin down): -10.2 / -11.2 eV
- Expectation value of S²: 15.82

```
62
Properties=species:S:1:pos:R:3:forces:R:3
C -0.758053 -2.083842 -6.528020 0.41 -0.45 0.42
C -1.353618 -1.251123 -7.430139 -0.77 0.55 -0.96
H -0.702399 -3.149664 -6.759163 0.11 0.31 0.25
H -0.300766 -1.711417 -5.618388 -0.13 -0.22 -0.09
C -1.504953 0.162144 -7.178479 -0.15 -0.26 -1.46
C -1.247268 0.714041 -5.960069 0.11 0.24 0.92
H -0.964255 0.114173 -5.095560 0.02 0.27 -0.09
H -1.375602 1.792278 -5.832132 0.08 -0.41 0.11
C -1.853793 -1.839613 -8.729042 0.14 -0.21 0.22
H -1.623918 -2.909061 -8.751472 -0.07 0.23 -0.10
H -1.385443 -1.371401 -9.603383 -0.08 0.03 0.21
H -2.941067 -1.732721 -8.839669 0.19 0.15 0.09
C -1.974549 1.063067 -8.297564 0.03 0.18 0.32
H -2.940220 0.745029 -8.707837 0.18 -0.05 0.09
H -1.258178 1.094170 -9.129203 -0.09 -0.18 0.16
H -2.082559 2.083796 -7.917830 -0.04 -0.20 -0.17
Eu 0.236004 0.049018 2.037797 0.59 -0.39 -0.72
O 0.704843 -0.463778 -0.186793 -0.76 -0.26 1.74
C 1.329530 0.023496 -1.169850 0.27 -0.13 -2.29
O 1.615673 1.774915 1.228924 0.76 0.02 -0.81
C 2.345165 1.830737 0.211939 -0.94 -1.03 -0.61
O 3.329258 2.699902 0.136729 0.25 0.15 -0.43
N 2.249912 1.071654 -0.943827 0.34 1.03 1.37
C 3.974048 2.589290 -1.166290 0.74 0.59 0.20
C 3.189573 1.573756 -1.949617 -0.83 -0.65 -0.33
H 5.008554 2.260142 -1.009283 -0.29 0.30 0.10
H 3.944417 3.572809 -1.648750 0.16 -0.21 0.36
H 3.802278 0.757528 -2.345412 -0.07 0.16 0.12
H 2.630550 2.025859 -2.779496 0.15 -0.08 0.14
C 1.162430 -0.466227 -2.506260 0.66 0.96 1.05
C 0.299160 -1.480728 -2.774111 -0.55 -0.44 -0.30
H 1.765678 -0.016045 -3.300494 -0.22 -0.24 0.25
H -0.323252 -1.933903 -1.995908 0.34 0.16 -0.42
H 0.256642 -1.872763 -3.785787 -0.05 -0.14 0.32
C -0.773299 2.347503 6.016163 -0.26 0.12 0.08
P -0.149296 1.405677 4.584417 0.53 -0.17 0.63
C 1.553225 2.107112 4.466711 -0.07 0.39 -0.22
C 0.304208 -0.210807 5.365913 -0.11 -0.57 -0.02
C 1.304944 -0.207239 6.359517 0.03 -0.30 0.02
C 1.613355 -1.364691 7.066257 -0.07 0.17 -0.13
C 0.925029 -2.553941 6.804836 0.00 0.48 0.12
C -0.046542 -2.592456 5.815079 -0.12 0.33 -0.44
C -0.352143 -1.437125 5.046413 0.19 1.02 0.03
P -1.711766 -1.807357 3.771415 -0.36 -1.05 0.07
C -3.161087 -1.610882 4.877571 -0.28 -0.33 0.48
C -2.391125 -0.597916 2.467879 0.26 0.36 0.00
H -1.050865 3.364729 5.710104 0.09 -0.25 0.07
H 0.017105 2.392383 6.774888 -0.25 0.02 -0.09
H -1.657116 1.853302 6.435541 0.17 0.13 -0.08
H 1.917713 2.347399 5.471261 0.08 -0.03 -0.32
H 2.258898 1.428522 3.968826 -0.14 0.12 0.16
H 1.512590 3.025727 3.874940 0.08 -0.05 0.11
H 1.870638 0.704198 6.594776 -0.42 -0.47 -0.09
H 2.380775 -1.317068 7.837800 -0.18 -0.14 -0.19
H 1.145824 -3.434271 7.399471 -0.09 0.03 -0.15
H -0.593623 -3.525129 5.662530 0.19 0.24 -0.22
H -2.895518 -0.985911 5.734253 -0.20 -0.11 -0.07
H -4.032734 -1.179278 4.362290 0.35 -0.28 0.26
H -3.406983 -2.624153 5.224297 -0.16 0.43 0.13
H -2.358884 0.469669 2.754970 -0.17 -0.26 -0.33
H -3.447457 -0.921682 2.448022 0.59 0.23 -0.07
H -2.029690 -0.791826 1.428279 -0.16 0.15 0.59
```
Forces are in eV/Å.

Computed, not measured: 11 unconnected molecules or ions with the total composition C22H33N11, with the ωB97M-V functional and the def2-TZVPD basis.

- Kohn-Sham gap: 10.93 eV
- Structure (SMILES): CC#N.CC#N.CC#N.CC#N.CC#N.CC#N.CC#N.CC#N.CC#N.CC#N.CC#N
- Highest occupied orbital energy: -11.0 eV
- Relative energy (zero: lowest compared OMol25 entry of this formula, charge and spin): 211.4 kJ/mol

```
66
Properties=species:S:1:pos:R:3:forces:R:3
C 1.792271 -3.403534 2.609725 1.26 0.81 0.63
C 0.434297 -3.723785 2.297408 -2.19 -0.55 -0.09
N -0.675791 -3.978082 2.070940 1.50 0.42 0.15
H 2.047480 -3.421290 3.669277 -0.45 -0.85 0.21
H 1.979894 -2.339219 2.467849 -0.06 0.08 -0.91
H 2.508141 -4.020792 2.066927 -0.08 0.17 -0.03
C -3.137249 2.679879 -0.559813 -0.98 0.65 -0.90
C -2.643783 2.509338 0.758314 0.93 -0.73 2.55
N -2.228290 2.377740 1.832375 -0.36 0.11 -1.26
H -2.889454 3.704936 -0.835437 0.32 -0.18 -0.58
H -4.227165 2.667850 -0.564617 -0.07 -0.24 0.15
H -2.788146 1.909410 -1.247277 0.21 0.31 -0.04
C 1.076503 1.290243 3.867457 0.39 -0.19 0.30
C 0.452013 1.909272 5.051089 -1.68 1.98 2.14
N -0.086692 2.521547 5.907364 1.91 -2.21 -2.74
H 2.025413 1.778021 3.644408 -0.23 0.46 -0.15
H 0.409550 1.307908 3.005500 0.04 0.17 0.11
H 1.404988 0.263517 4.028783 -0.46 -0.15 0.30
C 0.306302 4.674617 0.682092 0.26 0.62 0.46
C 0.405333 3.678953 -0.341915 -0.35 -3.15 -3.62
N 0.507714 2.848081 -1.178413 -0.38 2.59 2.77
H 1.354064 4.764813 0.968747 -0.10 0.31 0.82
H -0.387181 4.386762 1.472233 0.42 -0.38 0.19
H -0.043888 5.657618 0.367193 0.13 -0.15 -0.57
C 1.112488 -0.690580 -3.302722 0.72 -0.06 0.24
C 0.927872 -0.079089 -4.601373 -0.33 2.07 -4.03
N 0.836021 0.433502 -5.665820 0.20 -1.86 3.78
H 2.050508 -1.245432 -3.321064 -0.13 -0.44 -0.22
H 0.270722 -1.335348 -3.050138 0.11 0.19 0.10
H 1.331947 0.070830 -2.554263 -0.63 0.20 0.10
C 3.809897 -1.897798 -0.574117 -0.33 0.32 -1.35
C 4.269744 -3.030152 0.126651 0.83 -1.55 1.44
N 4.635533 -3.965575 0.684964 -0.07 0.13 -0.07
H 4.315474 -1.967050 -1.537288 0.11 0.55 -0.15
H 4.027697 -0.962356 -0.058733 -0.34 -0.22 -0.21
H 2.760988 -2.094697 -0.795790 -0.18 0.66 0.23
C -3.612853 1.196566 -4.868242 0.68 -1.30 0.20
C -2.906522 0.261113 -3.944084 1.22 -0.81 1.37
N -2.298611 -0.436019 -3.224465 -1.59 1.62 -1.91
H -4.670916 1.233492 -4.608929 0.18 0.33 0.05
H -3.515529 0.735920 -5.851310 -0.14 0.10 -0.12
H -3.083260 2.148323 -4.910326 -0.31 0.02 0.26
C 4.772427 1.586496 0.587938 -0.36 1.55 -0.09
C 4.197718 2.957853 0.752554 -2.44 4.35 0.16
N 3.700319 4.048789 0.835972 2.47 -5.30 -0.31
H 5.672265 1.573050 1.202933 -0.09 -0.50 -0.04
H 5.024183 1.486469 -0.467868 0.15 -0.11 0.06
H 4.015171 0.845004 0.842571 0.15 0.12 0.29
C -2.602787 -3.868732 -2.994620 0.85 -0.58 -0.58
C -3.861968 -3.255020 -2.717889 -6.68 2.86 2.20
N -4.913841 -2.725850 -2.435929 5.70 -2.81 -1.65
H -2.603608 -4.956624 -3.062339 -0.60 -0.03 0.13
H -1.878415 -3.647011 -2.210895 0.10 0.39 -0.26
H -2.328647 -3.528328 -3.993153 0.60 0.21 0.18
C -1.031722 -0.516105 -0.495353 1.13 0.15 1.73
C 0.279521 -0.363511 0.247361 -0.74 -0.37 -0.64
N 1.255307 -0.153091 0.822457 -0.24 -0.24 -0.20
H -1.118740 -1.374096 -1.161974 0.56 0.50 -0.22
H -1.176161 0.476046 -0.922974 -0.29 -0.42 -0.41
H -1.766735 -0.728224 0.281087 -0.20 0.35 0.04
C -1.931244 -1.256252 3.848312 -0.46 -0.41 -0.75
C -2.793049 -0.632268 4.837519 -2.78 2.44 3.19
N -3.515340 -0.081005 5.607143 2.91 -2.33 -3.07
H -2.321987 -2.238041 3.580896 0.18 -0.27 0.44
H -0.882785 -1.330316 4.137009 -0.19 0.10 0.08
H -2.047406 -0.738686 2.896080 0.32 0.49 0.12
```
Forces are in eV/Å.

Computed, not measured: a molecular structure, C22H33N13O2PPtSe, with the ωB97M-V functional and the def2-TZVPD basis.

- Total charge: +3
- Kohn-Sham gap (spin up / spin down): 6.56 / 6.33 eV
- Highest occupied orbital energy (spin up / spin down): -16.5 / -16.5 eV
- Relative energy (zero: lowest compared OMol25 entry of this formula, charge and spin): 111.7 kJ/mol

```
73
Properties=species:S:1:pos:R:3:forces:R:3
Pt 0.215092 -1.216731 0.394545 -0.33 -1.50 -1.01
C 2.626016 3.341436 2.266955 0.06 0.01 0.06
N 1.778308 2.486558 1.427784 -0.03 0.00 0.01
C 1.059187 2.914516 0.348479 -0.09 0.01 0.02
C 0.441722 1.819698 -0.177404 0.12 -0.01 -0.08
N 0.798626 0.732747 0.572141 0.37 0.16 -0.09
C 1.602328 1.158514 1.550189 -0.12 -0.03 0.00
P 2.289786 0.108330 2.876140 0.02 0.02 -0.07
C 0.744272 -0.730354 3.363421 0.05 0.02 -0.01
N -0.072758 -1.368149 2.525353 -0.06 0.71 -0.29
C -1.026654 -2.004277 3.259835 -0.13 0.04 0.03
C -0.777807 -1.740029 4.578108 0.02 -0.05 -0.06
N 0.332845 -0.947557 4.628934 -0.05 -0.01 -0.09
C 0.947401 -0.435143 5.857100 0.10 0.01 0.05
C 2.843201 -1.219518 1.759767 -0.03 -0.01 0.07
N 2.089783 -1.824937 0.831446 0.24 -0.12 0.09
C 2.833620 -2.846587 0.295133 -0.02 0.01 0.01
C 4.050955 -2.841325 0.904785 -0.07 -0.03 -0.03
N 4.040463 -1.826218 1.814572 0.00 0.07 0.01
C 5.178037 -1.447212 2.660301 0.02 0.04 0.08
H 2.413956 4.378077 2.023500 -0.01 -0.01 0.01
H 3.675732 3.135186 2.069863 -0.01 0.01 -0.02
H 2.407598 3.170215 3.317912 -0.02 0.01 -0.01
H 1.028694 3.949082 0.053513 0.04 0.01 -0.01
H -0.205734 1.752292 -1.033739 0.02 -0.03 -0.05
H -1.801869 -2.599273 2.811580 0.01 -0.04 -0.02
H -1.289177 -2.064275 5.467946 -0.02 0.01 0.02
H 0.315028 -0.709922 6.695532 0.00 0.00 -0.01
H 1.026607 0.648279 5.812530 -0.03 0.00 0.00
H 1.932988 -0.873115 5.998393 -0.01 -0.02 0.00
H 2.455466 -3.520041 -0.450711 -0.04 0.00 -0.02
H 4.901710 -3.487438 0.774823 0.02 0.01 -0.03
H 5.943096 -2.211190 2.562910 -0.01 0.00 0.00
H 4.868644 -1.385419 3.700695 0.00 -0.03 0.00
H 5.582532 -0.490909 2.336600 0.01 -0.02 -0.02
C -3.228185 3.345286 0.531365 -0.08 -0.01 0.03
C -3.904166 3.109857 -0.815743 0.18 -0.02 -0.01
C -3.027917 3.572148 -1.976068 -0.05 0.03 0.01
C -4.361028 1.659998 -0.994501 -0.22 0.05 -0.02
N -3.249120 0.694081 -0.918716 0.16 -0.04 0.06
C -2.633650 0.190255 0.139676 -0.23 -0.30 0.64
N -1.640493 -0.570543 -0.282074 0.52 0.71 -0.53
N -1.646117 -0.472606 -1.637196 -0.29 -0.13 -0.15
N -2.607646 0.263647 -2.015733 -0.06 0.08 -0.01
H -2.993646 4.402025 0.650500 0.00 0.01 0.00
H -2.283595 2.796957 0.616267 0.03 0.02 -0.02
H -3.872525 3.060741 1.365662 0.00 -0.02 0.01
H -4.832276 3.686807 -0.831154 -0.01 -0.01 -0.02
H -2.123691 2.962143 -2.068031 0.01 0.01 0.01
H -2.716781 4.604626 -1.823601 0.01 0.01 0.00
H -3.561575 3.526696 -2.925280 0.02 -0.04 -0.01
H -4.809111 1.511699 -1.975345 -0.02 -0.06 0.03
H -5.082694 1.375353 -0.229720 0.02 -0.05 -0.01
H -2.954049 0.318952 1.160132 0.08 0.10 0.02
O -0.765784 -2.966405 0.551855 0.05 -0.44 0.17
N -0.491970 -4.206616 0.127304 0.33 0.49 -0.71
O 0.380905 -4.300031 -0.666512 -0.23 -0.24 0.55
C 1.409161 0.664242 -4.482186 0.04 0.02 0.05
N 0.369545 -0.360014 -4.580183 0.00 -0.04 0.04
C -0.540376 -0.453688 -5.591786 -0.11 -0.08 -0.01
C -1.299704 -1.559762 -5.348923 0.03 0.10 -0.04
N -0.831310 -2.123657 -4.200518 0.11 -0.10 -0.04
C -1.322040 -3.368299 -3.607152 -0.04 -0.01 0.07
C 0.189338 -1.387178 -3.726594 -0.34 0.17 0.17
Se 1.212067 -1.780740 -2.219032 0.07 0.55 1.22
H 1.351511 1.291069 -5.366661 -0.02 0.01 0.01
H 2.388134 0.194760 -4.437089 -0.01 0.00 -0.01
H 1.251770 1.264899 -3.588929 0.00 0.00 -0.02
H -0.579667 0.250205 -6.404617 0.04 0.00 -0.01
H -2.114621 -1.979808 -5.911997 0.00 -0.04 0.00
H -1.992201 -3.844161 -4.316484 0.00 0.01 0.00
H -1.854206 -3.152654 -2.682583 -0.01 0.02 -0.01
H -0.481968 -4.025599 -3.397268 -0.01 0.01 -0.02
```
Forces are in eV/Å.

Computed, not measured: a molecular structure, C22H33N2, with the ωB97M-V functional and the def2-TZVPD basis.

- Total charge: +1
- Kohn-Sham gap: 8.23 eV
- Highest occupied orbital energy: -10.8 eV
- Relative energy (zero: lowest compared OMol25 entry of this formula, charge and spin): 394.9 kJ/mol

```
57
Properties=species:S:1:pos:R:3:forces:R:3
C 3.652988 -2.114914 1.385351 0.02 0.03 0.08
C 2.731696 -3.084811 2.121583 0.46 0.14 0.19
C 1.275666 -2.978830 1.716883 0.41 -0.77 -0.04
N 0.816540 -1.643562 1.415331 -1.62 0.83 -0.11
C -0.503528 -1.454459 1.137942 1.61 0.39 -0.10
C -1.055241 -0.227763 0.643712 1.42 -1.61 -3.43
C -2.478063 0.058325 0.709323 -3.77 -2.37 0.58
C -3.310632 -1.097918 1.382145 0.34 1.14 0.20
C -2.838974 -2.485718 1.007694 0.04 0.16 -0.04
C -1.371298 -2.679628 1.319095 0.42 0.00 0.72
C 1.707966 -0.511727 1.249390 0.36 1.45 -0.61
C 3.170005 -0.694019 1.639646 -0.07 -0.19 0.28
H 4.677201 -2.215908 1.759508 -0.15 -0.09 -0.17
H 3.661289 -2.333267 0.308285 0.02 0.03 0.13
H 3.046676 -4.116548 1.947673 -0.04 0.08 0.11
H 2.811376 -2.899454 3.198879 0.09 0.00 -0.11
H 1.094901 -3.624597 0.854782 0.05 0.00 -0.11
H 0.679719 -3.375660 2.534213 -0.07 -0.10 0.00
H -0.376595 -0.349340 -0.535756 -1.85 -0.79 1.30
H -2.649829 0.975322 1.321492 0.14 -1.00 -0.31
H -2.955377 0.300104 -0.266798 0.54 -0.55 0.69
H -3.176338 -0.940639 2.471024 -0.29 -0.32 -0.33
H -4.375017 -0.952715 1.137272 0.40 -0.08 0.23
H -3.363913 -3.210073 1.614368 -0.38 -0.30 -0.10
H -3.025773 -2.716626 -0.041192 -0.11 0.11 -0.06
H -0.960619 -3.537175 0.714473 -0.23 0.87 0.75
H -1.249903 -2.906390 2.412380 -0.20 -0.22 -0.88
H 1.696691 -0.215353 0.167698 -0.17 -0.41 1.00
H 1.336284 0.374036 1.832475 0.05 -0.99 -0.49
H 3.266597 -0.443980 2.704885 0.18 -0.18 -0.17
H 3.764892 0.041602 1.079574 -0.17 -0.16 0.19
C 3.137919 0.181334 -3.430398 0.83 -0.35 0.08
N 1.825776 0.678648 -3.155307 -0.15 0.63 -0.20
C 0.957934 0.965525 -4.274443 -0.04 -0.14 -0.41
C 1.419842 0.892974 -1.905536 -1.67 1.02 0.95
C 0.115042 1.236971 -1.575146 -0.86 -1.75 0.86
C -0.497783 1.078494 -0.085189 1.50 4.04 1.73
C -1.667568 2.150799 0.066814 2.78 1.44 -0.88
C -1.442130 3.096710 1.088336 -0.33 0.59 -0.84
C -2.203907 4.280956 1.099505 0.47 -1.17 -0.05
C -3.134031 4.511554 0.100074 -0.31 0.88 0.61
C -3.284489 3.620728 -0.934640 0.31 -1.41 -0.39
C -2.575270 2.412892 -0.972429 0.74 1.23 0.64
H 3.281536 0.238280 -4.501070 0.34 -0.06 -0.07
H 3.926304 0.762542 -2.942889 -0.10 0.04 -0.03
H 3.254510 -0.867817 -3.125606 -0.05 0.13 -0.06
H 1.534273 0.691174 -5.156071 -0.41 0.09 -0.16
H 0.033681 0.370951 -4.255698 0.17 0.08 0.06
H 0.691984 2.031480 -4.356608 0.08 -0.27 0.24
H 2.203759 0.951047 -1.128980 -0.42 -0.53 -0.55
H -0.689479 1.362961 -2.360191 1.31 -0.32 1.01
H 0.224982 1.336904 0.739869 -0.29 0.69 -1.79
H -0.574736 3.019351 1.768229 -0.73 -0.24 -0.28
H -2.002313 5.000214 1.867983 -0.10 0.35 0.21
H -3.731303 5.428392 0.126462 0.29 -0.31 -0.11
H -3.914253 3.832356 -1.771158 -0.47 0.27 -0.26
H -2.589659 1.796266 -1.869224 -0.32 -0.01 0.33
```
Forces are in eV/Å.

Number 1: maximum force 0.04487 hartree/bohr. Number 2: maximum force 0.14758 hartree/bohr. Number 3: maximum force 0.03574 hartree/bohr. Number 4: maximum force 0.09032 hartree/bohr.